Entry 1:
The following is a quantum chemistry calculation of a single C9H13N7 molecule, from the Open Molecules 2025 dataset.

M: 219.3 g mol⁻¹
Total charge: 0
Frontier orbital gap: 0.311 hartree
HOMO: -8.5 eV
Multiplicity: 1
LUMO: -0.02 eV
Energy above the lowest of the compared OMol25 structures with the same formula, charge and spin: 16.0 kJ/mol

Each line ends with the Mulliken charge.
Positions of all 29 atoms, in Å:
N1 1.86791 1.06210 -0.48108  -0.71
N2 0.96544 -0.19392 1.42331  -0.14
N3 2.15073 -0.57535 1.69170  -0.15
N4 0.03871 3.73053 -2.87895  -0.63
N5 2.04656 2.64435 -2.23505  -0.59
C1 0.86073 0.65888 0.31268  0.29
C2 1.37755 3.59637 -2.92118  -0.17
C3 -0.61664 2.99118 -2.01423  -0.35
C4 1.37725 1.93206 -1.37046  0.64
C5 0.03798 2.11579 -1.17157  0.49
N6 2.32136 -1.30211 2.84347  0.25
N7 -0.30965 1.27219 -0.11690  0.13
C6 3.60650 -1.98997 3.09953  -0.87
C7 1.23507 -1.53032 3.82994  -0.83
C8 -2.60196 0.45225 -0.62589  -1.04
C9 -1.69035 1.06122 0.42732  -0.47
H1 1.92943 4.24422 -3.61989  0.35
H2 -1.68510 3.12788 -2.00479  0.42
H3 4.33816 -1.59896 2.40579  0.35
H4 3.94934 -1.83044 4.12684  0.26
H5 3.49788 -3.04020 2.92534  0.32
H6 0.49032 -0.74447 3.80555  0.29
H7 0.72245 -2.48505 3.66974  0.29
H8 1.67110 -1.52430 4.82788  0.30
H9 -3.64260 0.39784 -0.27753  0.36
H10 -2.60455 1.02067 -1.56182  0.30
H11 -2.23563 -0.56037 -0.84327  0.30
H12 -1.67363 0.41029 1.32512  0.29
H13 -2.07820 2.00377 0.75453  0.33

Entry 2:
The following is a quantum chemistry calculation of 6 unconnected molecules or ions with the total composition C47H53F5N5O, from the Open Molecules 2025 dataset.

M: 799.0 g mol⁻¹
Total charge: +1
Frontier orbital gap: 0.287 hartree
HOMO: -10.3 eV
Multiplicity: 1
LUMO: -2.51 eV

Each line ends with the Mulliken charge.
Positions of all 111 atoms, in Å:
C1 8.19262 1.57762 5.75866  -1.40
C2 7.95873 1.49955 4.24152  -0.28
C3 6.48532 1.22462 3.89340  0.04
C4 6.35487 0.26462 2.72005  -1.34
O1 5.08690 0.35081 2.00533  -0.34
N1 4.03514 0.31913 2.85509  0.67
N2 3.84535 -0.73152 3.69402  -0.33
C5 2.75733 -0.45592 4.41452  -0.32
N3 2.24503 0.70038 4.06657  -0.38
C6 3.01649 1.19610 3.07957  0.42
N4 2.79937 2.32970 2.43975  0.52
C7 3.63028 2.88630 1.36640  -2.28
C8 4.93364 3.55574 1.76666  0.84
C9 6.11851 3.03308 1.25922  -0.35
C10 7.35161 3.59351 1.54114  -1.35
C11 7.43024 4.70496 2.36275  -0.77
C12 6.25526 5.24528 2.86909  -0.73
C13 5.01136 4.69813 2.57278  1.72
C14 3.78518 5.38364 3.12955  -1.94
N5 1.66129 3.06366 2.89782  -0.49
C15 0.35974 2.45817 2.47104  -0.49
C16 -0.68154 2.52649 3.60193  -0.68
C17 -1.14745 1.16387 4.11589  -1.14
H1 7.28410 1.86490 6.29110  0.38
H2 8.94509 2.32667 6.00206  0.39
H3 8.52894 0.63058 6.18092  0.32
H4 8.58168 0.70497 3.82666  0.44
H5 8.25131 2.45350 3.80572  0.02
H6 5.91853 2.14216 3.72837  0.19
H7 6.02661 0.74828 4.76791  0.52
H8 6.50861 -0.77339 3.02927  0.53
H9 7.11448 0.46711 1.96713  0.51
H10 4.39883 -1.57064 3.76713  0.20
H11 2.36973 -1.12688 5.16420  0.51
H12 3.89631 2.08247 0.67802  0.61
H13 3.01966 3.58433 0.79340  0.67
H14 6.10563 2.15860 0.61816  0.65
H15 8.26470 3.16404 1.14778  0.48
H16 8.36840 5.17768 2.62091  0.59
H17 6.29795 6.13061 3.49137  0.50
H18 3.25504 4.73403 3.82680  0.41
H19 4.03676 6.31057 3.63652  0.47
H20 3.09928 5.61100 2.30562  0.38
H21 1.72829 3.95749 2.43233  0.03
H22 -0.02150 3.05513 1.63683  0.50
H23 0.49619 1.44938 2.08560  0.41
H24 -1.53293 3.13264 3.29192  0.40
H25 -0.21943 3.05938 4.43508  0.34
H26 -1.84963 1.32764 4.93506  0.40
H27 -1.63558 0.56971 3.34587  0.34
H28 -0.29949 0.64044 4.55574  0.22
F1 -3.99736 -1.58434 4.24818  -0.31
C18 -3.54175 -2.46648 3.33548  0.26
C19 -2.20159 -2.44778 3.00697  -0.26
C20 -1.72986 -3.35793 2.07085  -0.41
C21 -2.59963 -4.26108 1.47576  -0.64
C22 -3.94607 -4.25933 1.81947  -0.09
C23 -4.42453 -3.35762 2.75997  -0.62
H29 -1.54447 -1.73154 3.48182  0.42
H30 -0.68017 -3.36118 1.80573  0.35
H31 -2.22984 -4.96754 0.74460  0.40
H32 -4.62745 -4.95807 1.35816  0.49
H33 -5.46731 -3.34402 3.04783  0.44
F2 -6.20896 -6.26374 1.06709  -0.30
C24 -6.96602 -6.54063 -0.02428  0.48
C25 -7.35650 -7.84432 -0.24653  -0.59
C26 -8.13340 -8.12133 -1.36226  -0.30
C27 -8.49710 -7.10161 -2.23165  -0.78
C28 -8.08826 -5.79661 -1.98757  -0.13
C29 -7.31672 -5.50895 -0.87005  -0.54
H34 -7.05632 -8.62241 0.44244  0.42
H35 -8.45539 -9.13671 -1.55077  0.37
H36 -9.10168 -7.32416 -3.10093  0.40
H37 -8.36687 -4.99853 -2.66404  0.53
H38 -6.99212 -4.49914 -0.65434  0.45
F3 5.73179 9.31107 3.04944  -0.32
C30 6.48022 9.21066 1.92979  0.32
C31 7.48074 10.13364 1.70326  -0.51
C32 8.24545 10.01370 0.55162  -0.34
C33 7.99910 8.98732 -0.35163  -0.55
C34 6.98522 8.07292 -0.10185  -0.39
C35 6.21890 8.18151 1.04980  -0.25
H39 7.65206 10.92852 2.41653  0.43
H40 9.03688 10.72532 0.35946  0.37
H41 8.59723 8.90190 -1.24876  0.39
H42 6.78862 7.27337 -0.80400  0.39
H43 5.42681 7.47804 1.26908  0.46
F4 -8.62450 -3.18482 -3.60940  -0.31
C36 -8.16146 -2.59330 -4.73605  0.47
C37 -7.62824 -3.38467 -5.73144  -0.55
C38 -7.16086 -2.77828 -6.88699  0.30
C39 -7.22108 -1.39766 -7.02357  -0.61
C40 -7.75696 -0.62205 -6.00394  -0.32
C41 -8.23812 -1.22042 -4.84791  -0.67
H44 -7.58296 -4.45828 -5.60273  0.47
H45 -6.75059 -3.38609 -7.67814  -0.03
H46 -6.85254 -0.92644 -7.92510  0.38
H47 -7.80343 0.45371 -6.10774  0.37
H48 -8.66773 -0.63674 -4.04482  0.42
F5 -5.87566 -5.80924 -7.42993  -0.32
C42 -6.23949 -6.16091 -8.68218  0.46
C43 -6.15751 -5.22347 -9.69387  -0.32
C44 -6.52963 -5.58830 -10.97944  -0.45
C45 -6.98576 -6.87329 -11.23679  -0.50
C46 -7.06547 -7.79766 -10.20481  -0.31
C47 -6.68689 -7.44528 -8.91748  -0.47
H49 -5.80538 -4.22377 -9.47834  0.43
H50 -6.46374 -4.86515 -11.78113  0.36
H51 -7.27867 -7.15319 -12.23962  0.38
H52 -7.42353 -8.79933 -10.40067  0.36
H53 -6.73398 -8.15462 -8.10195  0.42

Entry 3:
The following is a quantum chemistry calculation of 15 unconnected molecules or ions with the total composition C44H125N7O23, from the Open Molecules 2025 dataset.

M: 1120.5 g mol⁻¹
Total charge: 0
Frontier orbital gap: 0.335 hartree
HOMO: -8.6 eV
Multiplicity: 1
LUMO: 0.53 eV
Energy above the lowest of the compared OMol25 structures with the same formula, charge and spin: 167.7 kJ/mol

Each line ends with the Mulliken charge.
Positions of all 199 atoms, in Å:
C1 -9.25349 -18.50602 -12.42159  -1.80
C2 -10.66443 -18.16920 -11.92944  2.13
C3 -10.88414 -16.64090 -11.87128  -0.81
O1 -9.78159 -16.02024 -11.26195  -0.32
C4 -9.94973 -14.62938 -11.10077  -0.76
N1 -11.78174 -18.71983 -12.64901  -0.28
H1 -9.12248 -17.82676 -13.23585  0.48
H2 -9.07937 -19.56362 -12.65934  0.35
H3 -8.60381 -18.23730 -11.58809  0.28
H4 -10.77703 -18.42290 -10.90969  -1.04
H5 -11.76478 -16.36418 -11.28379  0.16
H6 -11.16283 -16.23838 -12.84965  0.60
H7 -10.97178 -14.51162 -10.58887  0.27
H8 -9.84749 -14.01267 -11.97759  0.32
H9 -9.17291 -14.23383 -10.44263  0.25
H10 -11.87112 -18.59194 -13.68409  0.23
H11 -11.66324 -19.73877 -12.55924  -0.35
C5 -8.37068 -22.89044 -3.83113  -1.58
C6 -9.41597 -21.72906 -3.99302  0.61
C7 -8.75775 -20.38618 -3.72418  -1.10
O2 -9.69625 -19.28739 -3.73288  -0.05
C8 -9.18463 -18.17982 -3.04782  -1.03
N2 -9.85278 -21.70430 -5.38876  0.66
H12 -7.93362 -22.83724 -2.84280  0.49
H13 -7.48294 -22.65586 -4.49248  0.26
H14 -8.75594 -23.86636 -4.11348  0.29
H15 -10.18364 -21.87362 -3.23288  0.39
H16 -7.93908 -20.17151 -4.42718  0.19
H17 -8.36077 -20.34206 -2.70404  0.73
H18 -9.51094 -18.19290 -2.03056  0.35
H19 -9.59240 -17.23651 -3.47244  0.23
H20 -8.07768 -18.06727 -3.15405  0.41
H21 -10.69063 -22.27822 -5.46819  -0.32
H22 -10.17984 -20.70867 -5.66021  -0.46
C9 -10.45418 -16.79812 -8.19949  -0.19
C10 -9.52726 -17.96071 -8.20985  0.12
C11 -8.83737 -18.24415 -6.81442  0.42
O3 -8.23628 -17.02352 -6.36254  -0.42
C12 -7.10776 -16.61483 -7.02299  -0.80
N3 -10.30169 -19.16737 -8.60329  1.19
H23 -11.30289 -17.07229 -7.52575  -0.43
H24 -10.67640 -16.53957 -9.21250  -0.31
H25 -9.96459 -15.92545 -7.65406  0.43
H26 -8.70977 -17.83369 -8.95484  0.49
H27 -8.19192 -19.10348 -6.90762  0.54
H28 -9.64890 -18.50752 -6.12023  -0.75
H29 -6.30298 -17.30304 -7.02689  0.36
H30 -6.79754 -15.74345 -6.48848  0.34
H31 -7.26979 -16.27984 -8.05732  0.22
H32 -10.95253 -19.42153 -7.88348  -0.84
H33 -9.61486 -19.88747 -8.56529  -0.23
C13 -16.53856 -23.86514 -12.11223  -1.83
C14 -15.25854 -23.81862 -12.91374  2.70
C15 -14.50773 -25.14002 -13.15327  -1.23
O4 -14.27149 -25.77753 -11.88870  -0.36
C16 -12.97587 -25.51816 -11.30438  0.19
N4 -15.56622 -23.33641 -14.27457  -0.74
H34 -17.04279 -22.89735 -12.06123  0.47
H35 -16.45664 -24.05442 -11.03173  0.20
H36 -17.17918 -24.61207 -12.50106  0.50
H37 -14.59150 -23.22874 -12.31589  -1.05
H38 -13.66427 -25.07200 -13.81639  0.23
H39 -15.08792 -25.86231 -13.79480  0.35
H40 -12.09659 -25.76513 -11.86285  0.54
H41 -13.04868 -26.21324 -10.46553  -0.63
H42 -12.96217 -24.48803 -10.88748  0.22
H43 -16.28107 -22.69651 -14.22500  0.32
H44 -14.72672 -22.79146 -14.48353  0.23
C17 -16.54903 -27.15703 -7.11158  -1.42
C18 -15.33865 -27.92643 -7.30520  0.62
C19 -14.49739 -27.32530 -8.42197  0.45
O5 -13.35039 -28.09634 -8.70608  -0.06
C20 -13.70445 -29.15972 -9.67972  -0.84
N5 -14.68406 -28.10955 -6.04279  -0.63
H45 -17.16584 -26.88246 -7.92571  0.45
H46 -16.19121 -26.17569 -6.62272  0.03
H47 -17.26401 -27.53432 -6.39364  0.32
H48 -15.57771 -28.93429 -7.63810  0.21
H49 -14.14152 -26.32907 -8.14451  -0.88
H50 -15.06718 -27.14283 -9.34363  0.48
H51 -13.96916 -28.66795 -10.57995  0.29
H52 -14.61220 -29.72971 -9.38950  0.28
H53 -12.87303 -29.83207 -9.62642  0.23
H54 -13.71562 -28.39847 -6.12115  0.29
H55 -14.78908 -27.34354 -5.42322  0.17
C21 -14.99842 -15.31835 -7.12156  -1.53
C22 -15.52633 -16.37198 -8.14682  0.30
C23 -16.21152 -15.73090 -9.35842  -0.94
O6 -16.79459 -16.74332 -10.12622  -0.28
C24 -17.57628 -16.30214 -11.22377  -0.95
N6 -14.40799 -17.20950 -8.36145  0.39
H56 -15.76342 -14.79320 -6.55862  0.46
H57 -14.39061 -14.57409 -7.72177  0.31
H58 -14.42774 -15.79530 -6.37668  0.26
H59 -16.32035 -16.96872 -7.74020  0.25
H60 -15.49336 -15.17050 -9.94415  0.34
H61 -16.98462 -15.00963 -8.95168  0.46
H62 -18.22908 -17.14731 -11.56982  0.25
H63 -16.93103 -16.00983 -12.07886  0.27
H64 -18.16436 -15.51995 -10.82509  0.40
H65 -13.58341 -16.76330 -8.76371  0.09
H66 -14.57987 -17.85031 -9.17957  -0.60
C25 -14.54005 -22.69633 -8.21250  0.42
C26 -13.16633 -23.01979 -7.60446  3.46
C27 -12.09093 -22.31947 -8.31112  1.95
O7 -12.25512 -22.49143 -9.63771  0.70
C28 -11.53831 -21.66256 -10.53026  1.40
N7 -13.03567 -22.60954 -6.20074  -0.11
H67 -15.40073 -23.13759 -7.64427  -0.10
H68 -14.63935 -23.10233 -9.21126  -0.30
H69 -14.66477 -21.60085 -8.28273  -0.34
H70 -12.98989 -24.11429 -7.55011  -1.53
H71 -11.10012 -22.74148 -7.95348  -2.83
H72 -12.23403 -21.29261 -8.04848  -0.29
H73 -12.04080 -21.60216 -11.53595  -0.51
H74 -10.52585 -22.04041 -10.76031  -1.11
H75 -11.41346 -20.59239 -10.16661  -0.02
H76 -13.61602 -23.26866 -5.67511  0.25
H77 -13.53392 -21.73422 -6.13559  -0.58
C29 -13.04042 -19.28407 -4.31002  -0.71
C30 -12.70831 -18.36112 -5.41280  0.78
O8 -12.97427 -18.93760 -6.65898  0.73
O9 -14.44607 -19.58693 -4.34624  -0.57
H78 -12.69943 -18.82574 -3.37163  0.54
H79 -12.42720 -20.16601 -4.37006  0.25
H80 -11.66622 -17.92869 -5.37468  -0.15
H81 -13.34250 -17.42065 -5.42309  -0.34
H82 -13.50059 -18.27598 -7.25499  -0.17
H83 -14.69248 -19.79326 -5.29157  -0.10
C31 -15.66747 -24.95774 -3.81034  -0.66
C32 -15.71064 -23.91653 -2.67771  -0.46
O10 -15.81685 -24.54162 -1.42415  -0.55
O11 -15.28704 -24.40471 -5.07530  0.19
H84 -16.70506 -25.39498 -3.83430  0.36
H85 -15.03868 -25.78722 -3.56928  0.45
H86 -16.53033 -23.21540 -2.82634  0.26
H87 -14.80092 -23.27771 -2.74287  0.18
H88 -16.38094 -24.09145 -0.80801  0.33
H89 -16.01151 -23.81579 -5.35483  -0.13
C33 -14.28413 -19.84428 -10.82114  1.17
C34 -15.73435 -20.23040 -11.04191  -0.28
O12 -16.65797 -19.55807 -10.10598  -0.52
O13 -14.09876 -18.53068 -11.07985  -0.86
H90 -13.72923 -20.47326 -11.51025  0.29
H91 -14.00241 -20.20721 -9.82598  -0.54
H92 -15.93934 -21.27498 -10.76668  -0.26
H93 -16.03578 -19.92613 -12.10531  0.27
H94 -16.47471 -18.56596 -10.07100  0.26
H95 -13.26356 -18.45806 -11.70115  0.53
C35 -17.68655 -21.71167 -6.76625  -0.59
C36 -16.79108 -20.49990 -6.44077  0.69
O14 -17.55780 -19.53633 -5.67304  -0.73
O15 -17.70237 -22.67095 -5.73205  -0.59
H96 -17.22394 -22.20431 -7.65628  0.15
H97 -18.70236 -21.34195 -7.03098  0.47
H98 -16.53175 -20.07549 -7.42607  0.05
H99 -15.89224 -20.84338 -5.96676  0.09
H100 -17.01651 -18.81577 -5.31013  0.36
H101 -17.94971 -22.19718 -4.95277  0.32
C37 -7.43895 -23.30926 -9.57740  -0.71
C38 -8.01088 -23.24838 -8.16260  0.78
O16 -7.91034 -21.90960 -7.71773  -0.53
O17 -8.28956 -22.67770 -10.48725  -0.47
H102 -7.35397 -24.32990 -9.91363  0.29
H103 -6.45655 -22.79718 -9.52005  0.29
H104 -7.41949 -23.97174 -7.56632  0.43
H105 -9.06442 -23.60193 -8.20320  -0.66
H106 -8.42660 -21.83221 -6.91239  0.14
H107 -8.25994 -21.72608 -10.34802  0.11
C39 -8.56975 -24.88157 -13.25285  -0.49
C40 -8.25908 -26.21869 -12.62842  -0.67
O18 -7.81057 -25.95574 -11.32254  -0.44
O19 -9.69463 -24.19219 -12.62047  -0.09
H108 -8.99753 -24.98597 -14.26952  0.34
H109 -7.67871 -24.23002 -13.29906  0.33
H110 -7.49817 -26.69489 -13.23504  0.43
H111 -9.15475 -26.89821 -12.72424  0.27
H112 -7.61019 -26.66820 -10.76178  0.26
H113 -9.35147 -23.80776 -11.77945  -0.24
C41 -10.48392 -25.65514 -7.72848  1.54
C42 -11.25739 -26.39403 -6.65949  0.20
O20 -11.11160 -27.77979 -6.92836  -0.63
O21 -9.19683 -26.12752 -7.80767  -0.39
H114 -10.56074 -24.58641 -7.51271  -1.17
H115 -10.94137 -25.86571 -8.76759  -0.48
H116 -12.30035 -26.03886 -6.70603  -0.37
H117 -10.78303 -26.24346 -5.64949  0.41
H118 -11.51814 -28.02386 -7.78438  0.40
H119 -8.92823 -26.55584 -6.99583  0.42
C43 -10.87198 -22.45992 -14.97315  -0.77
C44 -12.33500 -22.86724 -14.89271  0.45
O22 -12.62398 -23.81227 -15.88357  -0.61
O23 -10.52371 -21.89731 -13.73633  -0.07
H120 -10.68315 -21.73137 -15.74884  0.31
H121 -10.31043 -23.38100 -15.17615  0.11
H122 -12.90341 -21.93296 -15.11297  0.43
H123 -12.46315 -23.31606 -13.83766  -0.28
H124 -13.39520 -23.65040 -16.44912  0.37
H125 -10.13990 -22.65375 -13.29043  0.27

Number 1: strongest force on any atom 3.354 eV/Å. Number 2: strongest force on any atom 1.415 eV/Å. Number 3: strongest force on any atom 4.034 eV/Å.